{
  "formula": "C4H8IN2",
  "method": "wB97M-V/def2-TZVPD",
  "species": ["C", "C", "C", "C", "N", "N", "I", "H", "H", "H", "H", "H", "H", "H", "H"],
  "coordinates": [[-0.488, -0.433, 1.281], [1.299, 0.556, -0.623], [0.124, 0.418, 0.257], [-1.446, -1.168, -0.830], [-1.215, -0.065, 0.107], [0.830, 1.680, 0.233], [3.220, -0.221, -0.257], [-0.103, -1.417, 1.427], [-0.825, 0.105, 2.239], [0.916, 0.633, -1.631], [-1.469, -0.872, -1.881], [-0.736, -1.906, -0.746], [-2.287, -1.752, -0.700], [1.460, 1.765, 1.193], [0.720, 2.677, -0.069]],
  "homo_energy_ev": -13.9,
  "homo_lumo_gap_ev": 9.83,
  "e_tot_ev": -15347.9485,
  "charge": 1,
  "de_lowest_kcal_mol": 95.9,
  "smiles": "CN1C[C@]12[NH2+][C@H]2I"
}

{
  "formula": "C4H8IN2",
  "method": "wB97M-V/def2-TZVPD",
  "species": ["C", "C", "C", "C", "N", "N", "I", "H", "H", "H", "H", "H", "H", "H", "H"],
  "coordinates": [[0.198, 1.788, 0.801], [-0.111, 0.597, -1.110], [-0.853, -0.063, 0.047], [-0.413, -1.961, 0.319], [0.402, 1.813, -0.489], [-0.442, 0.704, 1.179], [-3.038, -0.049, -0.141], [0.517, 2.563, 1.481], [0.718, -0.019, -1.471], [-0.759, 0.830, -1.958], [-0.607, -2.407, -0.642], [-1.087, -2.279, 1.093], [0.628, -1.960, 0.604], [0.845, 2.551, -1.015], [-0.754, 0.503, 2.119]],
  "homo_energy_ev": -13.2,
  "homo_lumo_gap_ev": 9.26,
  "e_tot_ev": -15351.0251,
  "charge": 1,
  "de_lowest_kcal_mol": 24.9
}

Repeat the first record exactly.
{
  "formula": "C4H8IN2",
  "method": "wB97M-V/def2-TZVPD",
  "species": ["C", "C", "C", "C", "N", "N", "I", "H", "H", "H", "H", "H", "H", "H", "H"],
  "coordinates": [[-0.488, -0.433, 1.281], [1.299, 0.556, -0.623], [0.124, 0.418, 0.257], [-1.446, -1.168, -0.830], [-1.215, -0.065, 0.107], [0.830, 1.680, 0.233], [3.220, -0.221, -0.257], [-0.103, -1.417, 1.427], [-0.825, 0.105, 2.239], [0.916, 0.633, -1.631], [-1.469, -0.872, -1.881], [-0.736, -1.906, -0.746], [-2.287, -1.752, -0.700], [1.460, 1.765, 1.193], [0.720, 2.677, -0.069]],
  "homo_energy_ev": -13.9,
  "homo_lumo_gap_ev": 9.83,
  "e_tot_ev": -15347.9485,
  "charge": 1,
  "de_lowest_kcal_mol": 95.9,
  "smiles": "CN1C[C@]12[NH2+][C@H]2I"
}

What did the first record say?
{
  "formula": "C4H8IN2",
  "method": "wB97M-V/def2-TZVPD",
  "species": ["C", "C", "C", "C", "N", "N", "I", "H", "H", "H", "H", "H", "H", "H", "H"],
  "coordinates": [[-0.488, -0.433, 1.281], [1.299, 0.556, -0.623], [0.124, 0.418, 0.257], [-1.446, -1.168, -0.830], [-1.215, -0.065, 0.107], [0.830, 1.680, 0.233], [3.220, -0.221, -0.257], [-0.103, -1.417, 1.427], [-0.825, 0.105, 2.239], [0.916, 0.633, -1.631], [-1.469, -0.872, -1.881], [-0.736, -1.906, -0.746], [-2.287, -1.752, -0.700], [1.460, 1.765, 1.193], [0.720, 2.677, -0.069]],
  "homo_energy_ev": -13.9,
  "homo_lumo_gap_ev": 9.83,
  "e_tot_ev": -15347.9485,
  "charge": 1,
  "de_lowest_kcal_mol": 95.9,
  "smiles": "CN1C[C@]12[NH2+][C@H]2I"
}